{"formula": "C8H61B3I2O27", "method": "wB97M-V/def2-TZVPD", "spin_multiplicity": 1, "homo_ha": -0.346, "lumo_energy_ev": -1.2, "homo_lumo_gap_ev": 8.238, "elements": ["C", "O", "C", "C", "C", "C", "B", "O", "B", "O", "B", "C", "I", "C", "C", "I", "O", "H", "H", "H", "H", "H", "H", "H", "H", "H", "H", "H", "H", "H", "H", "H", "O", "H", "H", "O", "H", "H", "O", "H", "H", "O", "H", "H", "O", "H", "H", "O", "H", "H", "O", "H", "H", "O", "H", "H", "O", "H", "H", "O", "H", "H", "O", "H", "H", "O", "H", "H", "O", "H", "H", "O", "H", "H", "O", "H", "H", "O", "H", "H", "O", "H", "H", "O", "H", "H", "O", "H", "H", "O", "H", "H", "O", "H", "H", "O", "H", "H", "O", "H", "H"], "coordinates": [[-7.7886, 1.8895, 0.8992], [-7.6773, 1.1697, 2.1772], [-6.9410, -0.1108, 2.0235], [-6.3592, -0.7180, 3.4302], [-4.9087, -0.1204, 3.9028], [-4.5611, 1.3851, 3.3559], [-3.6057, 1.3875, 1.9759], [-3.9370, 2.2864, 0.8533], [-3.2774, 1.8802, -0.4051], [-2.6783, 0.5162, -0.5190], [-1.7779, 0.4484, 0.6833], [-0.1533, 0.4009, 0.4245], [0.7920, -1.1860, -0.8101], [0.7139, 1.4451, 1.0340], [0.1693, 2.6560, 1.9962], [2.9199, 1.4034, 0.7034], [-2.4601, 0.4206, 1.9948], [-7.5454, 3.0518, 1.0153], [-8.9169, 1.7507, 0.5349], [-7.0703, 1.4995, 0.0522], [-6.1099, -0.0881, 1.1964], [-7.7553, -0.8937, 1.6375], [-6.2069, -1.8881, 3.2473], [-7.2142, -0.5914, 4.2485], [-4.9573, -0.0358, 5.0937], [-3.9929, -0.8415, 3.6887], [-3.8681, 1.8875, 4.1892], [-5.4934, 2.1018, 3.2588], [-3.2365, 2.6455, -1.3270], [0.2188, 2.2915, 3.1106], [0.9717, 3.5346, 1.9085], [-0.8527, 3.1316, 1.6787], [4.3160, -1.5604, -2.5215], [4.5771, -0.8477, -3.1237], [3.6598, -1.1472, -1.9404], [2.3078, -0.1710, -4.4432], [1.6903, -0.5871, -5.0632], [1.8508, -0.2188, -3.5900], [-3.5751, -2.3857, -0.2024], [-2.8347, -3.0101, -0.1726], [-3.1572, -1.5370, -0.4121], [-1.5272, -0.0203, 5.1978], [-1.6535, -0.1786, 4.2503], [-1.9513, -0.7819, 5.6210], [6.9648, -2.0406, -1.5250], [6.0421, -2.1696, -1.7913], [7.4357, -1.9200, -2.3632], [5.7352, 1.4724, -1.0046], [6.4756, 0.8480, -0.9747], [6.1531, 2.3212, -1.2142], [-5.9970, 5.1194, 2.2202], [-6.7173, 4.4849, 2.3524], [-5.3049, 4.6003, 1.7837], [8.5817, -3.3955, -3.8425], [7.8615, -4.0300, -3.7103], [9.2738, -3.9146, -4.2790], [9.4804, -6.1229, -2.4296], [8.6848, -6.4790, -2.0063], [9.4857, -5.1893, -2.1701], [-7.6729, -3.7725, 3.2005], [-7.7991, -3.9307, 2.2530], [-8.0970, -4.5341, 3.6237], [4.1336, 1.9118, -5.3627], [4.0074, 1.7535, -6.3102], [3.7095, 1.1502, -4.9395], [6.7447, -1.0030, -4.6825], [7.4850, -1.6274, -4.6526], [7.1626, -0.1542, -4.8921], [-1.4462, -2.8618, 7.4457], [-0.7422, -3.1721, 6.8567], [-1.1053, -2.0260, 7.7981], [0.3744, 1.5284, -3.3686], [0.6355, 2.2411, -3.9709], [-0.2818, 1.9415, -2.7875], [-6.2098, -3.3403, 1.2542], [-5.5422, -3.1562, 1.9318], [-5.9293, -2.8041, 0.4974], [5.0258, 3.9024, 2.8121], [4.5829, 3.2043, 2.3067], [4.8404, 3.6761, 3.7359], [0.4091, 4.4775, -4.0283], [-0.0284, 5.2353, -3.6121], [0.6454, 4.7994, -4.9111], [6.8147, 1.2777, -6.4727], [7.0758, 1.9904, -7.0750], [6.1585, 1.6909, -5.8917], [-7.8207, -4.8383, 5.8097], [-7.0804, -5.4627, 5.8396], [-7.4028, -3.9896, 5.6001], [6.5125, -6.5236, -2.9338], [6.3863, -6.6819, -3.8814], [6.0884, -7.2852, -2.5107], [-1.9965, 6.4346, -3.3751], [-2.6272, 6.8270, -3.9973], [-2.5294, 6.2490, -2.5874], [2.1706, -0.7600, 3.3015], [2.8382, -0.5759, 3.9792], [2.4511, -0.2237, 2.5447], [7.8107, 1.8286, -2.5791], [7.3864, 1.5266, -3.3962], [8.5637, 1.2285, -2.4707]]}